Formula: C3H3IN2O
Source: the Open Molecules 2025 dataset
Level of theory: wB97M-V/def2-TZVPD

Summary:
LUMO level: -1.04 eV
Highest occupied orbital energy: -9.367 eV
Energy above the lowest of the compared OMol25 structures with the same formula, charge and spin: 249.1 kJ/mol

Last column: natural (NBO) charge in e.
Element x y z (Å)
C 0.26976 2.46756 -0.81067  0.080
C 0.78095 -0.92997 0.65910  0.689
C -0.19988 -1.60360 -0.24980  -0.270
N -0.14370 1.71191 -1.56117  -0.326
N -0.46731 -0.47365 0.55291  -0.584
O 1.82944 -0.61104 1.10587  -0.531
I -2.09901 0.33268 1.59491  0.307
H -0.49890 -2.60498 -0.05289  0.193
H -0.09914 -1.35246 -1.28852  0.196
H 0.62779 3.06356 0.05025  0.247